DFT (ωB97M-V/def2-TZVPD) results for a 2-piece molecular cluster, C22H38FN2O4 overall in a non-equilibrium geometry.

The geometry in XYZ format:
```
67
Properties=species:S:1:pos:R:3:forces:R:3:nbo_charge:R:1
C 0.62235 -4.53529 -1.21572 0.4 1.5 0.9 -0.6598
C -0.39980 -3.65540 -2.10396 0.9 -1.4 -1.5 -0.0742
O -1.78711 -3.79143 -1.72592 1.4 1.2 0.8 -0.5406
C -2.04435 -3.31361 -0.38262 -1.1 -1.2 0.7 -0.0856
C -3.35392 -2.38744 -0.35248 0.7 -0.5 0.2 -0.4589
C -3.07248 -0.80214 -0.22322 -1.5 -0.4 -1.3 0.1558
C -4.22823 -0.08296 -1.13683 -0.1 -0.4 0.6 -0.5423
C -4.03912 -0.33628 -2.69519 1.1 1.3 -2.5 0.8711
O -3.25827 0.25318 -3.45280 -3.0 -2.4 3.3 -0.5128
F -4.91114 -1.32907 -3.27430 1.8 2.0 1.7 -0.3507
C -1.67527 -0.30515 -0.82602 -1.6 0.4 -1.6 -0.2885
N -0.50666 -0.33422 0.11692 1.0 -0.7 -0.5 -0.5428
C -0.86236 -0.50535 1.56378 -0.6 0.2 2.1 -0.2627
C -2.23407 0.25573 1.88704 0.2 0.6 1.5 -0.0614
C -2.19234 1.84154 1.67484 0.4 0.2 -0.5 -0.4579
C -1.09808 2.61484 2.54845 -1.4 0.2 1.1 0.1047
C -1.10478 2.20007 4.12743 0.2 0.4 -1.6 -0.6423
O 0.20850 2.38496 1.97425 -1.1 1.1 -0.2 -0.5890
C 0.78917 3.56506 1.37347 2.5 0.0 -1.3 -0.1062
C 1.54178 3.19674 -0.01714 0.4 -0.4 -2.0 -0.0633
C 0.80705 3.64399 -1.33743 3.6 -1.9 0.0 -0.2625
C 1.48467 3.36918 -2.70873 1.6 -1.0 3.5 -0.2101
C 2.89054 2.66261 -2.73105 -1.9 0.6 2.9 -0.2214
C 3.57866 2.20018 -1.40525 -2.9 1.6 0.2 -0.2139
C 2.90918 2.46956 -0.01967 -2.0 1.2 -3.7 -0.2523
N -3.36738 -0.40782 1.18367 1.4 0.6 -0.6 -0.6522
H 1.56759 -4.84873 -1.79578 -1.7 0.4 0.8 0.2424
H 0.13429 -5.41286 -0.67653 0.6 1.1 -1.1 0.2409
H 1.00500 -3.82617 -0.38089 -0.4 -1.3 -1.1 0.1772
H -0.32064 -4.07686 -3.17863 -0.4 0.8 1.7 0.2195
H -0.05972 -2.55072 -2.19844 -0.5 -1.5 0.4 0.1373
H -2.29685 -4.25228 0.24852 0.5 1.5 -0.9 0.2101
H -1.11207 -2.86084 0.09688 -1.2 -0.4 -0.7 0.1423
H -3.98284 -2.66235 -1.27122 1.1 0.5 1.2 0.2530
H -3.95810 -2.68815 0.57081 0.8 0.6 -1.3 0.2488
H -4.23187 1.03362 -0.84254 0.1 -1.6 -1.1 0.2524
H -5.21869 -0.52382 -0.75747 1.4 0.6 -0.9 0.2643
H -1.79414 0.78072 -1.18339 0.2 -1.7 0.6 0.2566
H -1.45703 -0.92871 -1.76952 -0.1 0.9 1.6 0.2716
H 0.05788 0.53168 -0.05283 -0.4 -0.4 0.6 0.4753
H 0.13104 -1.11732 -0.15365 -0.6 0.7 0.2 0.4448
H -1.01613 -1.60457 1.87284 0.2 1.6 -1.1 0.2489
H 0.03688 -0.13778 2.17606 -1.6 -0.2 -0.9 0.2698
H -2.42534 0.08922 3.01773 0.5 0.2 -1.8 0.2386
H -1.97116 2.07246 0.56006 -0.3 -0.2 1.7 0.1996
H -3.21756 2.30629 1.89690 1.3 -0.9 -0.2 0.2334
H -1.41991 3.72786 2.55242 0.9 -1.7 -0.3 0.1974
H -2.16789 2.35744 4.53819 1.7 -0.4 -0.5 0.2276
H -0.76269 1.10724 4.17088 -0.5 1.7 0.4 0.2037
H -0.36061 2.91788 4.63006 -1.2 -1.4 -0.5 0.2410
H 0.05371 4.39485 1.11180 0.8 -1.2 0.7 0.2014
H 1.63831 3.90980 2.07993 -1.6 -0.1 -1.0 0.2050
H -0.20635 4.18135 -1.23279 1.8 -0.9 -0.3 0.2300
H 0.95759 3.69360 -3.66758 1.0 -0.6 1.5 0.2415
H 3.39078 2.49986 -3.75479 -0.8 0.2 2.0 0.2446
H 4.59138 1.66396 -1.41604 -1.7 0.9 -0.1 0.2696
H 3.40020 2.16044 0.96591 -0.7 0.5 -1.7 0.2409
H -4.20566 0.18869 1.22224 0.6 -0.4 0.1 0.3839
C 5.58039 -1.57109 1.03360 -0.1 0.0 0.1 -0.6346
C 5.25868 -1.17541 -0.39406 0.4 -0.1 0.2 -0.0601
O 6.04010 -0.05127 -0.78086 -0.1 0.1 -0.1 -0.7317
H 5.38480 -0.73932 1.71560 -0.1 -0.1 -0.1 0.2105
H 4.98206 -2.43086 1.34492 0.1 0.0 0.0 0.2106
H 6.63930 -1.82461 1.13549 -0.1 -0.1 0.0 0.2098
H 4.20483 -0.90193 -0.48681 0.1 0.2 -0.1 0.1631
H 5.46355 -2.00023 -1.08360 -0.2 -0.1 0.0 0.1650
H 6.97033 -0.30255 -0.70494 -0.2 0.1 -0.1 0.4739
```
Positions in Å, forces in eV/Å.

Values from the calculation:
charge: +1
HOMO: -11.36 eV
E: -37304.3343 eV
LUMO: -2.7 eV
frontier orbital gap: 0.3176 Eh
multiplicity: 1